Below is a molecular structure, C26H31N9O2S3SiTa, with properties calculated with ωB97M-V/def2-TZVPD.

Last column: Löwdin charge in e.
CARTESIAN COORDINATES (ANGSTROEM)
Ta -0.419465 -0.581463 -1.143605  1.472
C 1.797145 -2.865905 -4.403849  0.044
C 1.077795 -1.870906 -3.565842  -0.191
N 0.202380 -2.155113 -2.662898  -0.064
N -0.192116 -3.459281 -2.483163  0.039
C -1.338004 -3.668700 -1.826456  -0.698
N -1.804923 -4.888334 -1.685701  0.190
S -2.201066 -2.327469 -1.176957  0.728
C 1.245108 -0.421670 -3.785682  -0.196
C 1.982534 0.086242 -4.830717  0.056
C 1.953325 1.460131 -5.073651  0.036
C 1.171516 2.260578 -4.269237  0.025
C 0.469666 1.681156 -3.221333  -0.059
N 0.509640 0.368961 -2.964097  -0.025
H 1.943282 -3.820331 -3.902328  0.096
H 2.786368 -2.495794 -4.661998  0.107
H 1.246003 -3.038120 -5.333550  0.136
H 0.412208 -4.208771 -2.791098  0.166
H -1.365081 -5.699922 -2.097759  0.152
H -2.663272 -5.040739 -1.175483  0.138
H 2.558252 -0.562196 -5.473634  0.133
H 2.521289 1.879810 -5.893275  0.143
H 1.093487 3.325540 -4.436144  0.138
H -0.148078 2.287385 -2.576321  0.117
C -3.731743 5.340735 -0.358531  -0.158
Si -3.691800 3.763421 0.626677  0.531
C -4.972953 2.542809 0.049402  -0.197
C -3.805906 4.058194 2.460985  -0.159
C -1.904300 3.058480 0.365149  -0.181
C -0.829673 3.835241 0.828534  -0.012
C 0.500022 3.439992 0.704895  -0.001
C 0.775749 2.223483 0.120362  -0.107
N -0.228824 1.458906 -0.326228  -0.173
C -1.510820 1.871265 -0.223009  -0.648
S -2.500847 0.611528 -0.986680  0.673
H -4.694028 5.837841 -0.218906  0.052
H -3.613061 5.155591 -1.427783  0.042
H -2.960341 6.047674 -0.047128  0.040
H -5.953316 2.973192 0.270838  0.053
H -4.919771 1.586472 0.572036  0.027
H -4.943010 2.361268 -1.025842  0.026
H -4.779685 4.489592 2.702687  0.052
H -3.050907 4.757735 2.824518  0.039
H -3.709666 3.129648 3.026840  0.043
H -1.037618 4.790136 1.298716  0.124
H 1.306374 4.069612 1.053147  0.129
H 1.780498 1.848059 -0.028712  0.118
N 5.465308 -0.818563 4.629497  0.185
C 4.589655 -1.025944 3.644397  -0.268
C 3.802783 0.045199 3.143093  0.006
C 2.918722 -0.163348 2.127370  -0.045
C 2.784508 -1.444208 1.561299  -0.345
C 3.531580 -2.524935 2.072991  -0.034
C 4.420715 -2.317268 3.086258  0.012
S 1.674768 -1.760275 0.341908  0.706
O 1.718658 -0.703900 -0.765761  -0.439
O 1.770116 -3.102597 -0.148028  -0.264
N 0.096289 -1.349346 0.681142  -0.258
C -0.607668 -1.948592 1.765480  -0.480
N 0.067733 -2.829181 2.475935  0.147
C -0.599257 -3.352299 3.509647  -0.063
C -1.903017 -2.985558 3.796825  -0.005
C -2.497600 -2.057637 2.957178  -0.077
N -1.846138 -1.520240 1.921564  0.111
H 5.598330 0.093038 5.033022  0.129
H 6.033332 -1.567058 4.989394  0.131
H 3.912091 1.030441 3.576502  0.127
H 2.314845 0.662491 1.773621  0.097
H 3.400432 -3.513196 1.656285  0.125
H 5.004160 -3.143421 3.470122  0.131
H -0.064496 -4.072585 4.115978  0.129
H -2.433074 -3.403697 4.639610  0.122
H -3.515146 -1.723285 3.117484  0.127

Forces on the atoms, in the same order (eV/Å):
Ta -0.03 0.05 0.57
C 0.00 -0.01 0.02
C 0.00 0.00 0.01
N 0.04 0.01 0.07
N 0.03 0.00 0.02
C -0.06 0.04 0.05
N 0.05 -0.03 -0.04
S -0.15 0.04 -0.07
C 0.01 -0.06 0.04
C -0.02 0.03 0.04
C 0.01 -0.01 -0.01
C 0.02 0.02 -0.02
C -0.02 -0.07 0.02
N -0.04 0.20 -0.12
H 0.01 0.00 0.00
H 0.00 0.00 -0.01
H 0.00 -0.01 0.00
H 0.00 0.00 0.01
H 0.00 0.00 0.00
H 0.00 0.01 0.00
H 0.00 -0.01 0.00
H 0.00 0.00 0.00
H -0.01 0.00 0.00
H 0.00 0.01 0.00
C 0.01 -0.03 0.00
Si -0.02 -0.01 0.01
C 0.00 0.04 0.01
C 0.01 -0.01 -0.02
C 0.05 0.05 0.02
C 0.01 -0.02 0.00
C -0.01 -0.02 -0.01
C 0.03 0.01 0.01
N 0.04 -0.18 -0.11
C 0.03 -0.01 -0.03
S 0.17 -0.12 -0.05
H -0.01 -0.01 0.00
H 0.00 0.00 0.00
H 0.01 0.00 0.01
H 0.00 0.00 0.00
H 0.01 0.00 0.01
H 0.00 0.00 -0.01
H -0.01 0.00 -0.01
H 0.00 0.00 -0.01
H 0.00 0.00 0.00
H 0.00 0.01 0.00
H 0.00 0.01 0.00
H -0.03 0.00 0.01
N 0.01 -0.01 0.01
C -0.02 0.00 -0.02
C 0.03 -0.01 0.02
C -0.10 0.06 -0.05
C 0.05 -0.01 0.12
C -0.01 -0.01 -0.06
C 0.00 0.04 0.00
S -0.15 0.06 0.00
O -0.07 0.04 0.01
O 0.02 0.13 -0.01
N 0.07 -0.33 -0.35
C 0.11 0.18 -0.20
N -0.08 -0.04 0.07
C 0.05 0.05 -0.02
C -0.03 -0.02 0.00
C 0.03 0.02 0.03
N -0.01 -0.03 0.07
H 0.00 0.00 0.00
H 0.00 0.00 0.00
H 0.00 0.00 0.00
H 0.01 -0.03 -0.01
H 0.00 0.00 0.00
H 0.00 0.00 0.00
H 0.00 -0.01 -0.01
H 0.00 0.00 0.00
H -0.01 0.00 -0.02

- total charge = +3
- energy (Eh) = -3193.0295
- ΔE to the lowest compared entry with this formula, charge and spin (eV) = 0.023
- 2S+1 = 1